# C27H47BBrF5NO4S

An isolated ion of composition C27H47BBrF5NO4S and charge +1 at a distorted geometry (ωB97M-V with the def2-TZVPD basis set, OMol25).

Atoms and positions in Å:
H 3.6945 1.5677 -0.2976
C -0.6758 -2.7014 -0.4370
C -1.1425 -5.0850 0.3759
C 0.5595 -2.9569 5.0063
H -0.5976 6.1921 -3.6695
H 2.6677 2.6087 -2.1835
C -0.4094 -2.1912 7.4176
C 2.5086 5.7507 -0.8415
F -4.6204 1.0848 -0.6603
H 4.1716 4.2991 -0.4719
F -3.2650 -0.5067 -1.9978
H 1.3444 -3.7246 5.2378
H -1.5486 -3.8755 -2.1820
H 1.3858 3.4368 -1.2087
H -1.8445 -5.1775 -0.4818
O -3.3118 -3.0232 -0.5820
H -2.7310 3.2110 -3.8572
H -0.3088 -3.4216 4.4663
H 0.3238 -1.2263 3.6988
H -2.0275 -5.3633 3.6539
H 3.2332 6.5951 -0.7502
H 2.3821 -3.0273 0.9510
H -0.9517 -1.0370 -2.6633
C 0.0704 -2.3981 6.3547
H -1.2109 4.0747 -4.4505
O -2.5962 -1.9883 1.4235
H -0.3089 6.6583 -0.6621
C -0.7115 -2.0529 -3.0418
B -2.0413 -5.2938 1.7140
S -2.3517 -2.0893 -0.0178
C -0.0355 5.9383 -1.4800
H -2.2772 4.5988 -1.5622
H 3.7980 4.5682 -2.2193
H 1.5774 7.2238 -2.1747
C 2.4616 3.1315 -1.2090
H 0.1873 -0.7992 1.6423
H 1.0994 -3.0501 -3.9615
Br -2.1558 -2.5132 -4.3516
H 1.6650 5.6017 -2.9351
C 0.2996 -3.5217 1.7284
H -1.1017 3.0204 -2.9793
C 1.1932 -1.7871 4.1206
H 0.3058 -1.7846 -4.9470
O -1.5193 -5.7707 2.9255
H -3.1780 5.2897 -2.9393
H -3.6559 -4.2501 2.2076
H 2.9113 -0.5694 0.1448
H -0.4750 -5.9947 0.3218
H -0.8407 -2.1170 8.4256
H 2.7018 0.0202 1.8478
C 2.8358 2.2209 0.0132
H 2.5546 -3.3632 3.4134
C 1.0067 -1.2235 1.0125
C -2.8080 -0.4310 -0.7183
C 1.4462 6.1248 -1.9689
H -0.1742 4.9103 -1.0364
H 1.1123 1.6954 1.2939
H 3.1679 2.8119 0.9083
C -1.0807 6.0911 -2.6607
C 1.5943 -2.5920 1.6174
C -1.7726 3.7056 -3.5582
H 1.3391 -2.0941 -0.9601
H 1.7218 -1.0942 4.8197
H -0.4237 -2.9263 2.3287
H 0.2359 -3.8255 -2.1773
O -3.4299 -5.0413 1.6865
C -2.1550 4.9364 -2.6309
H 0.2433 -0.6786 -0.9646
F -1.8631 0.5454 -0.5528
N -0.2269 -3.8947 0.3661
C -0.6818 -3.2062 -1.9624
H 0.6235 -4.2051 -0.1336
C 0.6316 -2.0398 -3.9044
F -5.0374 -0.8249 0.2814
H -1.6256 7.0581 -2.4823
H 3.1039 -1.6925 3.0452
C 1.6436 1.2571 0.4129
C 2.1654 -0.1706 0.8804
C 2.2013 -2.3554 3.0478
H 0.6789 -4.4284 2.2747
H 2.0179 5.5544 0.1474
H 0.9612 1.1762 -0.4705
C -4.0778 0.0970 0.1268
C 3.3358 4.4607 -1.2035
C 0.4706 -1.6180 -0.4160
F -3.7104 0.7094 1.2698
H 1.3284 -1.2233 -3.5943

SMILES   C#CCCC[C@H]1C[N@@H+](CB(O)O)[C@@](C[C@@H](C)Br)(S(=O)(=O)C(F)(F)C(F)(F)F)C[C@@H]1CCCCCCCCCCC
M   667.449 g mol⁻¹
Strongest force on any atom   5.0 eV Å⁻¹
E_tot   -133573.6737 eV
Net charge   +1
Spin multiplicity   1